C6H18O6 | ωB97M-V/def2-TZVPD

```
! wB97M-V def2-TZVPD RIJCOSX def2/J DEFGRID3
* xyz 0 1
O 6.3642 19.0245 2.5241
C 5.9494 19.7270 3.7693
C 5.9658 21.3417 3.6852
O 7.2989 22.0259 3.4373
H 6.7818 18.1895 2.7477
H 4.8945 19.5759 3.9981
H 6.4291 19.4131 4.6964
H 5.4597 21.8203 4.5236
H 5.3590 21.5512 2.8043
H 7.4131 21.9901 2.4848
O 7.8216 21.5729 0.3091
C 6.8343 21.4535 -0.7225
C 5.9688 20.2164 -0.7648
O 5.1236 20.2534 0.3378
H 8.1829 22.4075 0.0017
H 6.2735 22.3879 -0.7018
H 7.4401 21.4335 -1.6284
H 6.5497 19.2943 -0.7485
H 5.4684 20.2015 -1.7330
H 5.5581 19.8900 1.1129
O 8.5081 24.2173 -0.3908
C 9.6695 24.8575 0.1590
C 10.4258 24.0941 1.2283
O 11.6143 24.8883 1.6461
H 7.8018 24.8671 -0.3666
H 10.3828 24.9561 -0.6592
H 9.3741 25.8558 0.4821
H 10.6303 23.1797 0.6713
H 9.7022 23.8715 2.0125
H 11.9165 24.4448 2.4421
*
```

Results
HOMO-LUMO gap = 0.382 Eh
E_HOMO = -9.731 eV
Lowest unoccupied orbital energy = 0.67 eV
SMILES = OCCO.OCCO.OCCO


C6H19BNO2Rb | ωB97M-V/def2-TZVPD

```
! wB97M-V def2-TZVPD RIJCOSX def2/J DEFGRID3
* xyz 0 1
Rb 1.3680 -1.1190 -0.2470
B 1.8986 -2.1472 -2.9937
H 2.0682 -2.7901 -3.8436
H 1.5131 -2.7674 -2.1994
H 2.8496 -1.7346 -2.6943
H 1.2175 -1.3614 -3.2815
C -1.9415 -2.3829 -1.7291
O -1.3517 -1.1288 -1.4908
C -2.2755 -0.1014 -0.9843
C -1.4945 1.1803 -0.5681
N -0.7966 1.1414 0.7174
C 0.0386 2.2922 1.0276
C 0.8361 2.1267 2.3178
O 1.5873 0.8728 2.1915
C 2.1579 0.4330 3.4491
H -2.2604 -2.8466 -0.7956
H -1.2148 -3.0667 -2.1677
H -2.8716 -2.3899 -2.2974
H -2.8259 -0.5797 -0.1741
H -2.8550 0.1132 -1.8822
H -2.1870 2.0155 -0.6721
H -0.7900 1.3845 -1.3743
H -1.5719 1.0833 1.3622
H -0.6348 3.1464 1.0990
H 0.7111 2.3519 0.1719
H 0.2391 2.1976 3.2270
H 1.5067 2.9847 2.3657
H 2.9209 1.1674 3.7071
H 2.6994 -0.5127 3.4732
H 1.4592 0.4377 4.2857
*
```

Results
HOMO-LUMO gap = 0.291 Eh
E_HOMO = -8.107 eV
Lowest unoccupied orbital energy = -0.18 eV


C6H19BrN5O3 | ωB97M-V/def2-TZVPD

```
! wB97M-V def2-TZVPD RIJCOSX def2/J DEFGRID3
* xyz 0 2
Br 0.3789 -0.1493 -1.2247
C -3.7250 -1.5885 2.8816
C -2.8422 -0.7493 2.0205
C -1.5294 -0.2520 2.7348
O -1.9935 0.7761 3.7063
C -1.2093 2.0098 3.7372
N -2.4205 -1.3918 0.7926
H -3.2692 -2.5746 2.9707
H -4.7684 -1.6097 2.5671
H -3.6069 -1.2728 3.9182
H -3.3843 0.1345 1.6841
H -0.8452 0.1513 1.9883
H -0.9564 -1.1302 3.0323
H -1.3908 2.5958 4.6382
H -1.5413 2.6846 2.9483
H -0.1522 1.9014 3.4946
H -1.8270 -2.1798 1.0093
H -1.7913 -0.8552 0.2126
C 1.6204 2.9360 -3.8059
O 2.0389 3.9113 -4.3796
N 2.0704 2.4674 -2.7287
N 0.5081 2.2643 -4.0056
H 2.7939 2.9885 -2.2543
H 1.6133 1.6950 -2.2656
H 0.2359 1.5483 -3.3474
H -0.1374 2.6191 -4.6966
C 3.7113 -2.4584 -2.0931
O 4.6985 -3.1724 -2.2327
N 3.6122 -1.2445 -2.4651
N 2.6204 -2.7972 -1.4259
H 2.7129 -0.8634 -2.2082
H 4.2843 -0.6600 -2.9413
H 1.9561 -2.0462 -1.3039
H 2.5345 -3.6882 -0.9582
*
```

Results
HOMO-LUMO gap (spin up / spin down) = 0.363 / 0.139 Eh
E_HOMO (spin up / spin down) = -9.773 / -9.523 eV
Lowest unoccupied orbital energy (spin up / spin down) = 0.10 / -5.73 eV


C6H19CrO2P | ωB97M-V/def2-TZVPD

```
! wB97M-V def2-TZVPD RIJCOSX def2/J DEFGRID3
* xyz 1 4
Cr -0.2950 0.2120 -0.1486
H 0.5593 -1.2967 0.5066
H 0.6082 -1.4271 -0.2988
P 0.0754 0.1636 -2.3628
C -1.3699 -0.2982 -3.3792
H -1.1350 -0.1799 -4.4440
H -1.6501 -1.3385 -3.1830
H -2.2197 0.3437 -3.1250
C 0.5397 1.7727 -3.0818
H 1.5320 2.0375 -2.6983
H 0.5499 1.7256 -4.1771
H -0.1837 2.5173 -2.7320
C 1.3422 -0.9457 -3.0599
H 1.0963 -1.9865 -2.8172
H 1.3953 -0.8243 -4.1503
H 2.3126 -0.6913 -2.6171
C -1.8907 -0.8689 -0.1636
O -2.8948 -1.4652 -0.1602
H 1.1573 0.8030 -0.3954
H -0.9358 1.5922 -0.4972
C 1.3361 -0.3131 3.5471
C -0.0543 -0.3529 2.9347
O -0.2162 0.6153 1.8571
H 2.1067 -0.5022 2.7903
H 1.3887 -1.0907 4.3109
H 1.5392 0.6393 4.0394
H -0.2467 -1.3288 2.4826
H -0.8232 -0.1347 3.6859
H -0.6569 1.4211 2.1961
*
```

Results
HOMO-LUMO gap (spin up / spin down) = 0.374 / 0.321 Eh
E_HOMO (spin up / spin down) = -13.640 / -13.401 eV
Lowest unoccupied orbital energy (spin up / spin down) = -3.47 / -4.67 eV


C6H19N2S4SbSeSiW | ωB97M-V/def2-TZVPD

```
! wB97M-V def2-TZVPD RIJCOSX def2/J DEFGRID3
* xyz 0 1
W 1.3272 -0.9904 0.2272
N -0.2410 -0.8773 2.1051
C -0.7549 0.3406 2.7636
C 0.3679 1.2084 3.3076
C 1.2011 1.8715 2.2200
N 2.0601 0.8795 1.5432
H -1.0188 -1.3874 1.6969
H 0.1748 -1.4960 2.7976
H -1.4407 0.0643 3.5684
H -1.3187 0.9014 2.0201
H 1.0178 0.6178 3.9642
H -0.0745 1.9894 3.9286
H 1.8188 2.6613 2.6538
H 0.5525 2.3222 1.4698
H 2.6863 0.4487 2.2200
H 2.6621 1.3464 0.8698
S 2.8858 -0.6042 -1.2154
Sb 3.4881 -3.4625 0.0611
S 0.2941 -2.7124 -0.4874
S 2.5816 -2.1142 1.9461
S 5.6502 -3.4725 0.5476
C -1.5812 1.8793 -3.3454
Si -1.5566 0.2190 -2.4987
C -0.5801 -1.0941 -3.3851
C -3.2292 -0.3613 -1.9087
Se -0.4247 0.7063 -0.5404
H -2.0342 1.8245 -4.3384
H -0.5609 2.2491 -3.4497
H -2.1461 2.5983 -2.7501
H -0.9977 -1.3571 -4.3600
H -0.5496 -1.9945 -2.7722
H 0.4466 -0.7514 -3.5271
H -3.8939 -0.6263 -2.7353
H -3.7129 0.4173 -1.3172
H -3.0992 -1.2436 -1.2796
*
```

Results
HOMO-LUMO gap = 0.249 Eh
E_HOMO = -8.127 eV
Lowest unoccupied orbital energy = -1.34 eV


C6H19N3O2PY | ωB97M-V/def2-TZVPD

```
! wB97M-V def2-TZVPD RIJCOSX def2/J DEFGRID3
* xyz 2 1
Y -4.6741 -23.2727 18.4684
O -4.1079 -22.8079 16.4769
H -3.7510 -22.1688 15.8561
O -4.8367 -21.1479 19.1240
P -5.0857 -19.6601 19.1511
N -3.8169 -18.7682 18.5498
C -2.5486 -18.8012 19.3045
C -3.4403 -19.0509 17.1446
N -5.4373 -19.0423 20.6659
C -5.4998 -17.6065 20.9524
C -6.3013 -19.8440 21.5628
N -6.4249 -19.2900 18.1903
C -7.6030 -20.1536 18.1907
C -6.7611 -17.8801 18.0012
H -1.7364 -18.2358 18.8577
H -2.1542 -19.8315 19.2724
H -2.6689 -18.5478 20.3572
H -3.1319 -20.1044 17.1106
H -2.6394 -18.4243 16.7668
H -4.2911 -18.8930 16.4785
H -6.5325 -17.2735 21.0311
H -4.9514 -17.3613 21.8640
H -4.9462 -17.0993 20.1626
H -5.7447 -20.0657 22.4753
H -7.1367 -19.2407 21.9202
H -6.6608 -20.7416 21.0635
H -8.2465 -19.8233 19.0135
H -8.1222 -20.0399 17.2412
H -7.3672 -21.2035 18.3790
H -5.9109 -17.1961 18.0774
H -7.3860 -17.4488 18.7853
H -7.1315 -17.6674 17.0003
*
```

Results
HOMO-LUMO gap = 0.188 Eh
E_HOMO = -14.887 eV
Lowest unoccupied orbital energy = -9.77 eV


no.,calculated total energy (eV)
1,-18796.222
2,-13442.992
3,-90163.116
4,-48326.256
5,-134443.918
6,-25413.259